Record 1
Molecular formula: C40H34AsF3N2O7RuS2
Method: DFT, the ωB97M-V functional and the def2-TZVPD basis

```
90
C40H34AsF3N2O7RuS2 | the Open Molecules 2025 dataset | the ωB97M-V functional and the def2-TZVPD basis
Ru 0.084 0.620 0.437
S -1.230 2.158 1.813
C -1.726 1.392 3.336
C -2.075 2.230 4.403
C -2.486 1.703 5.618
C -2.554 0.325 5.797
C -2.223 -0.512 4.743
C -1.826 0.011 3.517
As -1.363 -1.097 2.001
C -1.487 -2.888 2.765
C -2.714 -3.543 2.834
C -2.806 -4.796 3.427
C -1.675 -5.405 3.955
C -0.450 -4.755 3.885
C -0.350 -3.502 3.290
C -3.048 -1.049 1.002
C -3.976 -0.030 1.175
C -5.098 0.044 0.354
C -5.296 -0.898 -0.644
C -4.369 -1.919 -0.823
C -3.248 -1.987 -0.010
H -2.007 3.303 4.265
H -2.746 2.371 6.432
H -2.861 -0.094 6.747
H -2.271 -1.585 4.882
H -3.603 -3.075 2.437
H -3.766 -5.295 3.476
H -1.749 -6.382 4.418
H 0.437 -5.222 4.295
H 0.601 -2.998 3.249
H -3.832 0.711 1.948
H -5.809 0.850 0.492
H -6.162 -0.829 -1.293
H -4.501 -2.646 -1.614
H -2.515 -2.762 -0.188
C 1.481 0.917 -5.290
C 2.283 2.011 -4.601
N 2.537 1.691 -3.194
C 3.767 0.947 -2.924
C 4.961 1.848 -2.659
C 1.650 2.019 -2.243
S 2.091 1.726 -0.582
N 0.559 2.659 -2.668
C -0.590 2.627 -2.016
O -0.940 1.843 -1.102
C -1.650 3.597 -2.467
C -2.772 3.766 -1.661
C -3.779 4.642 -2.043
C -3.675 5.345 -3.237
C -2.559 5.174 -4.047
C -1.546 4.304 -3.661
H 1.352 1.145 -6.351
H 0.497 0.827 -4.828
H 1.985 -0.051 -5.206
H 1.748 2.955 -4.648
H 3.255 2.144 -5.079
H 3.947 0.315 -3.796
H 3.591 0.290 -2.080
H 5.164 2.504 -3.511
H 5.851 1.242 -2.474
H 4.777 2.468 -1.779
H -2.837 3.199 -0.739
H -4.648 4.773 -1.409
H -4.463 6.026 -3.537
H -2.477 5.717 -4.982
H -0.669 4.157 -4.280
F 4.158 1.092 3.074
C 3.345 0.239 3.700
F 4.025 -0.900 3.894
F 3.079 0.751 4.916
C 2.016 -0.012 2.952
O 1.323 -0.896 3.441
O 1.790 0.783 1.990
O -0.463 -2.236 -2.671
C 0.099 -1.695 -1.732
O -0.502 -0.927 -0.865
C 1.569 -1.958 -1.522
C 2.343 -2.339 -2.609
C 3.719 -2.584 -2.484
C 4.261 -2.424 -1.233
O 5.568 -2.583 -0.847
C 5.607 -2.259 0.553
O 4.266 -2.004 0.976
C 3.493 -2.069 -0.150
C 2.148 -1.838 -0.252
H 1.847 -2.445 -3.566
H 4.328 -2.888 -3.328
H 6.211 -1.367 0.702
H 6.011 -3.103 1.106
H 1.562 -1.615 0.631
```

## Properties
* gap between HOMO and LUMO (spin up / spin down): 7.25 / 6.77 eV
* LUMO energy (spin up / spin down): 2.516 / 1.568 eV
* 2S+1: 6
* total charge: -1

Here are the Löwdin charges for atoms 1 to 8, given in e: Ru 1.11; S 0.59; C -0.69; C -0.13; C -0.10; C -0.10; C -0.09; C -0.40


Record 2
Molecular formula: C3H5NO3
Method: DFT, the ωB97M-V functional and the def2-TZVPD basis

```
12
C3H5NO3 | the Open Molecules 2025 dataset | the ωB97M-V functional and the def2-TZVPD basis
C 0.209 -0.304 1.238
C -0.120 0.341 -0.093
C 0.087 1.755 -0.620
H -0.063 -2.194 0.865
H 0.957 0.352 2.022
H -0.873 0.038 1.908
H -0.303 1.991 -1.599
H -1.733 -1.699 -1.807
N -0.817 -0.331 -0.984
O 0.820 -1.568 1.166
O 0.821 2.370 0.125
O -0.806 -1.668 -0.999
```

## Properties
* energy above the lowest of the compared OMol25 structures with the same formula, charge and spin: 7.161 eV
* gap between HOMO and LUMO: 9.46 eV
* LUMO energy: -0.022 eV

Here are the Löwdin charges for atoms 1 to 8, given in e: C -0.28; C -0.24; C -0.17; H 0.19; H 0.17; H 0.19; H 0.11; H 0.28


Record 3
Molecular formula: C45H33F3IrNO3P2S6
Method: DFT, the ωB97M-V functional and the def2-TZVPD basis

```
94
C45H33F3IrNO3P2S6 | the Open Molecules 2025 dataset | the ωB97M-V functional and the def2-TZVPD basis
Ir 0.104 -0.951 1.013
S 0.869 -0.475 -2.345
P 0.220 1.055 -1.300
C 0.729 0.874 0.381
P 1.339 1.863 1.697
S 1.260 0.801 3.340
C 3.071 2.376 1.372
C 3.981 2.285 2.417
C 5.307 2.616 2.212
C 5.733 3.037 0.962
C 4.831 3.108 -0.086
C 3.504 2.777 0.117
C 0.372 3.409 1.864
C -0.557 3.479 2.896
C -1.362 4.596 3.024
C -1.253 5.635 2.112
C -0.337 5.556 1.074
C 0.483 4.450 0.951
C -1.572 1.282 -1.401
C -2.406 1.460 -0.193
C -3.714 2.071 -0.521
C -4.197 2.130 -1.785
C -3.424 1.705 -2.883
C -2.109 1.320 -2.667
C 0.820 2.576 -2.147
C 0.053 3.731 -2.228
C 0.496 4.797 -2.992
C 1.706 4.719 -3.664
C 2.480 3.572 -3.572
C 2.031 2.499 -2.827
H 3.630 1.952 3.384
H 6.014 2.546 3.026
H 6.769 3.303 0.801
H 5.158 3.421 -1.067
H 2.804 2.827 -0.701
H -0.627 2.656 3.594
H -2.071 4.658 3.838
H -1.886 6.506 2.206
H -0.256 6.361 0.356
H 1.207 4.395 0.151
H -1.870 2.040 0.575
H -4.302 2.421 0.316
H -5.177 2.549 -1.967
H -3.825 1.754 -3.884
H -1.460 1.111 -3.511
H -0.894 3.783 -1.708
H -0.114 5.686 -3.072
H 2.042 5.549 -4.267
H 3.424 3.506 -4.093
H 2.596 1.576 -2.780
F 4.114 -5.341 2.679
C 3.742 -4.161 3.244
F 2.775 -4.458 4.103
F 4.811 -3.799 3.998
C 3.442 -3.133 2.195
C 4.509 -2.775 1.386
C 4.322 -1.834 0.384
C 3.052 -1.321 0.197
N 2.015 -1.670 0.945
C 2.175 -2.540 1.981
S 0.774 -2.750 2.913
H 5.477 -3.232 1.547
H 5.133 -1.514 -0.249
H 2.853 -0.608 -0.592
O -2.732 -0.963 -0.370
C -2.648 0.069 0.594
O -1.715 -0.179 1.501
H -3.640 0.175 1.090
O -0.627 -2.760 0.180
C -1.827 -3.200 -0.273
C -2.059 -4.592 0.268
C -1.236 -5.297 1.089
C -1.664 -6.628 1.294
C -2.799 -6.918 0.614
S -3.389 -5.560 -0.273
C -3.029 -2.248 0.158
C -4.368 -2.721 -0.289
C -5.205 -3.120 0.717
C -4.667 -3.012 1.986
S -3.082 -2.331 2.009
C -1.817 -3.282 -1.788
C -1.430 -4.353 -2.538
C -1.499 -4.112 -3.925
C -1.920 -2.852 -4.205
S -2.238 -1.940 -2.782
H -0.354 -4.874 1.533
H -1.134 -7.333 1.910
H -3.335 -7.846 0.562
H -4.626 -2.662 -1.330
H -6.206 -3.486 0.548
H -5.136 -3.262 2.915
H -1.120 -5.293 -2.114
H -1.245 -4.845 -4.670
H -2.065 -2.394 -5.163
```

## Properties
* energy above the lowest of the compared OMol25 structures with the same formula, charge and spin: 2.064 eV
* gap between HOMO and LUMO (spin up / spin down): 6.21 / 6.28 eV
* LUMO energy (spin up / spin down): 2.252 / 1.150 eV
* 2S+1: 6
* total charge: -1

Here are the Löwdin charges for atoms 1 to 8, given in e: Ir 1.26; S 0.36; P 0.43; C -0.61; P 0.44; S 0.34; C -0.31; C -0.11